This record from the Open Molecules 2025 dataset describes a molecular structure, C26H36CeP. The level of theory is wB97M-V/def2-TZVPD.

Element x y z (Å)
C: 1.4976 2.4791 -1.7280
H: 2.3014 3.2125 -1.5896
H: 1.7841 1.8620 -2.6014
H: 1.5250 1.8685 -0.7999
C: 0.1911 3.2318 -1.9492
H: -0.6316 2.5569 -2.2437
H: -0.1330 3.6919 -1.0079
C: 0.3629 4.3221 -3.0103
H: -0.5616 4.8895 -3.1524
H: 1.1463 5.0243 -2.7055
H: 0.6508 3.9024 -3.9808
C: -1.2196 -2.2957 -1.0709
C: -1.8805 -1.4900 -2.0618
C: -0.9418 -1.2001 -3.1101
C: 0.3141 -1.8548 -2.7753
C: 0.1277 -2.5411 -1.5210
C: 1.1454 -3.3401 -0.7851
C: 1.6086 -1.6410 -3.4778
C: -1.1684 -0.2772 -4.2593
C: -3.3175 -1.0912 -2.0292
C: -1.8489 -2.8452 0.1676
Ce: -0.0241 -0.1228 -1.1365
H: 2.4579 -1.9363 -2.8496
H: 1.6612 -2.2336 -4.4002
H: 1.7479 -0.5860 -3.7699
H: 2.1620 -3.0366 -1.0550
H: 1.0294 -3.2416 0.3025
H: 1.0407 -4.4076 -1.0299
H: -2.6762 -2.2182 0.5241
H: -2.2638 -3.8447 -0.0253
H: -1.1382 -2.9438 0.9976
H: -3.5001 -0.1964 -2.6315
H: -3.9361 -1.9021 -2.4434
H: -3.6654 -0.9035 -1.0046
H: -0.3445 0.4434 -4.3801
H: -1.2457 -0.8306 -5.2043
H: -2.0971 0.2909 -4.1339
C: 2.8637 0.5349 2.5366
P: 1.2948 0.2445 1.6504
C: 0.6940 -1.2045 2.6248
C: -0.4865 -1.1528 3.3802
C: -0.8171 -2.2167 4.2238
C: -0.0034 -3.3511 4.2829
C: 1.1425 -3.4319 3.4839
C: 1.4820 -2.3708 2.6433
C: 0.2022 1.6855 2.0757
C: -0.8992 2.0619 1.2678
C: -1.5589 3.2787 1.5063
C: -1.2160 4.0629 2.6142
C: -0.1619 3.6644 3.4366
C: 0.5608 2.5046 3.1592
H: 3.5602 -0.2757 2.2879
H: 2.6929 0.5246 3.6231
H: 3.3046 1.4958 2.2416
H: -1.1367 -0.2751 3.3216
H: -1.7072 -2.1482 4.8494
H: -0.2543 -4.1702 4.9564
H: 1.7767 -4.3169 3.5194
H: 2.3805 -2.4368 2.0200
H: -1.2896 1.3862 0.4825
H: -2.3427 3.6214 0.8294
H: -1.7656 4.9808 2.8226
H: 0.1102 4.2703 4.3039
H: 1.4138 2.2397 3.7879

Output
- Net charge: +2
- HOMO level (spin up / spin down): -14.40 / -14.39 eV
- LUMO energy (spin up / spin down): -6.757 / -6.652 eV
- <S²>: 0.75
- Multiplicity: 2
- Frontier orbital gap (spin up / spin down): 0.2808 / 0.2844 hartree

Results of the Mulliken charge analysis, in e, for atoms 1 through 6:
1 C -0.4447
2 H 0.5986
3 H 0.2606
4 H -0.2061
5 C 0.5096
6 H 0.0571


This record from the Open Molecules 2025 dataset describes a molecular structure, C26H36ClN2O9S3Y. The level of theory is wB97M-V/def2-TZVPD.

Element x y z (Å)
Y: 0.3199 -0.1874 0.4472
C: -1.4017 2.7393 -2.6377
C: -2.7412 2.1245 -2.2367
S: -2.6344 0.6528 -1.1746
C: -3.7979 1.1237 0.1244
C: -3.4673 2.3585 0.9629
S: -1.7870 2.4343 1.6378
C: -1.2748 4.0885 1.1271
C: -1.2520 4.3778 -0.3749
S: -0.2743 3.1665 -1.2983
H: -0.8349 2.0340 -3.2453
H: -1.5962 3.6133 -3.2670
H: -3.3537 2.8682 -1.7258
H: -3.2777 1.8616 -3.1519
H: -4.7867 1.2738 -0.3202
H: -3.8623 0.2461 0.7636
H: -3.6307 3.2618 0.3736
H: -4.1804 2.3957 1.7897
H: -1.8909 4.8407 1.6270
H: -0.2676 4.1887 1.5383
H: -2.2672 4.4081 -0.7713
H: -0.8298 5.3738 -0.5252
O: -1.9244 -2.1110 3.6659
Cl: -1.4726 -0.8524 3.1832
O: -1.7438 0.1784 4.1308
O: -2.0805 -0.5402 1.8930
O: -0.0274 -0.8929 2.9015
O: 5.2841 4.6493 3.2999
C: 4.1900 4.4518 3.8594
O: 3.7243 4.9583 4.9001
C: 3.2531 3.4309 3.1562
C: 2.0663 3.0249 3.7545
C: 1.2494 2.1139 3.1069
N: 1.5244 1.6367 1.8899
C: 2.6726 2.0123 1.3113
C: 3.5678 2.8803 1.9186
C: 2.9492 1.4004 -0.0597
O: 4.1061 1.3414 -0.4611
O: 1.9097 0.9528 -0.6667
H: 1.8032 3.4314 4.7219
H: 0.3379 1.7461 3.5663
H: 4.5001 3.1380 1.4378
C: -2.5970 -3.3208 0.2977
C: -1.3422 -4.1837 0.1487
C: -0.3527 -4.0034 1.3007
C: -0.7209 -4.0029 -1.2193
C: -0.7562 -5.1052 -2.0570
C: -0.2683 -5.0784 -3.3551
C: 0.2591 -3.8821 -3.8136
C: 0.3186 -2.7400 -3.0300
C: 0.9872 -1.5430 -3.6841
C: 0.1432 -0.2723 -3.7433
C: 2.3694 -1.2794 -3.0893
C: -0.1512 -2.7520 -1.6623
N: -0.0347 -1.6807 -0.8484
H: -3.0105 -3.3909 1.3068
H: -3.3566 -3.6474 -0.4183
H: -2.3612 -2.2797 0.0951
H: -1.6789 -5.2295 0.1861
H: 0.1262 -3.0278 1.2171
H: 0.4318 -4.7630 1.2507
H: -0.8541 -4.0740 2.2672
H: -1.1904 -6.0243 -1.6692
H: -0.3057 -5.9569 -3.9899
H: 0.6455 -3.8205 -4.8285
H: 1.1508 -1.8433 -4.7296
H: -0.0728 0.0717 -2.7360
H: -0.8065 -0.4580 -4.2568
H: 0.6860 0.5107 -4.2826
H: 2.2943 -0.9756 -2.0530
H: 2.8825 -0.4740 -3.6214
H: 2.9804 -2.1830 -3.1551
C: 2.9665 -1.5596 2.5320
O: 2.4197 -1.2529 1.2524
H: 3.6889 -0.7990 2.8379
H: 3.4414 -2.5447 2.5146
H: 2.1387 -1.5698 3.2342
H: 3.1288 -1.0591 0.6297

Output
- Net charge: -2
- HOMO level: -1.19 eV
- LUMO energy: 3.523 eV
- Energy relative to the best compared isomer or geometry (same formula, charge and spin): 0.088 eV
- Frontier orbital gap: 0.1733 hartree

Results of the Mulliken charge analysis, in e, for atoms 1 through 6:
1 Y 0.1040
2 C -0.5180
3 C -1.0451
4 S 0.2723
5 C -0.8973
6 C -1.2091


- The lowest net charge belongs to which entry?
  C26H36ClN2O9S3Y